[1]
{"formula": "C43H99CrN6O13", "method": "ωB97M-V with the def2-TZVPD basis set", "largest_force_ha_per_bohr": 0.286, "orbital_gap_ev": [4.626, 4.834], "multiplicity": 5, "total_energy_ha": -4048.37526, "charge": -1, "species": ["Cr", "C", "C", "O", "H", "H", "H", "H", "H", "C", "O", "O", "O", "C", "C", "C", "O", "C", "N", "H", "H", "H", "H", "H", "H", "H", "H", "H", "H", "H", "C", "O", "C", "C", "N", "C", "C", "O", "C", "H", "H", "H", "H", "H", "H", "H", "H", "H", "H", "H", "H", "H", "H", "H", "C", "O", "C", "C", "N", "C", "C", "O", "C", "H", "H", "H", "H", "H", "H", "H", "H", "H", "H", "H", "H", "H", "H", "H", "C", "O", "C", "C", "N", "C", "C", "O", "C", "H", "H", "H", "H", "H", "H", "H", "H", "H", "H", "H", "H", "H", "H", "H", "C", "C", "C", "C", "C", "C", "N", "O", "C", "C", "C", "H", "H", "H", "H", "H", "H", "H", "H", "H", "H", "H", "H", "H", "H", "H", "H", "H", "H", "H", "C", "C", "C", "C", "C", "C", "N", "O", "C", "C", "C", "H", "H", "H", "H", "H", "H", "H", "H", "H", "H", "H", "H", "H", "H", "H", "H", "H", "H", "H"], "positions_angstrom": [[0.0795, -1.8062, 3.6842], [-0.0388, -0.1111, -0.3158], [0.3756, 0.4079, 1.0015], [0.3686, -0.5645, 2.0306], [-0.9772, -0.6596, -0.2340], [0.6639, -0.8930, -0.6037], [-0.1652, 0.7348, -0.9915], [-0.3484, 1.1976, 1.2024], [1.3368, 0.9177, 0.9358], [1.4679, -4.2015, 3.5744], [0.3589, -4.0027, 4.0276], [2.2868, -4.2259, 4.4622], [1.6359, -3.0801, 3.0041], [3.1692, 0.8774, -2.0483], [4.7126, 0.5341, -2.1585], [5.1848, 0.2746, -3.6185], [6.5751, -0.0309, -3.6269], [6.9337, -1.3390, -3.0860], [5.4934, 1.6768, -1.7312], [2.8609, 1.2529, -1.0726], [2.6199, -0.0373, -2.2709], [2.9475, 1.6329, -2.8021], [4.9405, -0.2548, -1.4416], [4.9702, 1.0198, -4.3845], [4.5434, -0.5137, -4.0126], [7.9286, -1.5762, -3.4629], [6.2415, -2.1124, -3.4187], [7.1070, -1.4498, -2.0156], [5.1254, 2.5293, -2.1287], [6.3956, 1.5726, -2.1732], [-0.7880, -4.3270, 0.8107], [-1.0277, -3.0517, 1.3893], [-2.3840, -2.7401, 1.4253], [-2.6410, -1.6333, 2.4452], [-2.0101, -1.8974, 3.7611], [-2.4628, -3.1393, 4.4913], [-3.9958, -3.0730, 4.7779], [-4.5986, -3.6338, 3.6061], [-5.9557, -3.1566, 3.4256], [-0.9972, -5.0951, 1.5553], [0.2754, -4.4131, 0.5876], [-1.3534, -4.5472, -0.0949], [-3.0220, -3.5861, 1.6807], [-2.5681, -2.3690, 0.4171], [-3.7239, -1.5096, 2.4514], [-2.1854, -0.7385, 2.0209], [-2.4231, -1.2183, 4.3843], [-1.8481, -3.2939, 5.3781], [-2.0959, -3.9399, 3.8491], [-4.3455, -2.0457, 4.8800], [-4.2210, -3.5646, 5.7243], [-6.6179, -3.6675, 4.1245], [-6.1840, -3.5330, 2.4284], [-5.9434, -2.0681, 3.4806], [3.2759, 1.3152, 7.6098], [3.3429, 2.7157, 7.7024], [2.1766, 3.2737, 7.0237], [1.8785, 3.0397, 5.4942], [0.9840, 4.0759, 4.8766], [0.3177, 3.6639, 3.6228], [-0.7202, 4.7894, 3.3055], [-1.4370, 4.4897, 2.1064], [-0.6378, 4.5360, 0.9328], [3.9085, 0.9498, 8.4188], [3.7449, 0.9440, 6.6986], [2.2771, 0.9438, 7.8390], [2.3139, 4.3480, 7.1463], [1.2808, 3.1484, 7.6320], [1.4213, 2.0943, 5.2021], [2.8557, 3.1350, 5.0208], [0.2260, 4.2754, 5.5135], [-0.0875, 2.6528, 3.6644], [1.0460, 3.7046, 2.8128], [-0.4099, 5.8308, 3.3907], [-1.4682, 4.7364, 4.0965], [-1.2286, 4.4780, 0.0187], [0.0368, 3.6897, 1.0632], [-0.1664, 5.5170, 0.8732], [4.3066, -3.6298, -1.2598], [4.5953, -2.3995, -0.5904], [3.6410, -2.0850, 0.4056], [4.1946, -0.8322, 1.1699], [3.4648, -0.5427, 2.3859], [3.6581, 0.7617, 2.9788], [5.1033, 0.8029, 3.5234], [5.3535, -0.2435, 4.4546], [6.5553, -0.1178, 5.1554], [3.2179, -3.6705, -1.2938], [4.7860, -4.4363, -0.7050], [4.7025, -3.5490, -2.2722], [3.5673, -2.9074, 1.1171], [2.6883, -1.9583, -0.1087], [4.0868, -0.0181, 0.4531], [5.2540, -0.9049, 1.4158], [2.5026, -0.4890, 2.0837], [2.9499, 0.8256, 3.8050], [3.4918, 1.6354, 2.3487], [5.3336, 1.7813, 3.9452], [5.8506, 0.8543, 2.7315], [7.4309, 0.0587, 4.5307], [6.7713, -1.0002, 5.7578], [6.4894, 0.8130, 5.7188], [1.3082, -1.5046, -7.2131], [0.1726, -2.2504, -6.5859], [0.7132, -3.2503, -5.5334], [1.1018, -2.5664, -4.2095], [-0.0114, -1.6806, -3.6704], [-0.5268, -0.7353, -4.6889], [-0.8888, -1.3394, -5.9802], [-1.6154, -0.5227, -6.8813], [-1.8343, -0.1151, -4.1154], [0.4317, 0.4400, -4.8568], [-0.4675, -3.0309, -7.7415], [1.9868, -1.1064, -6.4588], [0.9311, -0.6449, -7.7670], [1.8815, -2.1794, -7.8488], [0.0722, -4.1006, -5.3005], [1.6403, -3.6474, -5.9469], [2.0598, -2.0870, -4.4107], [1.2833, -3.3840, -3.5119], [0.4902, -1.0530, -2.9338], [-0.7347, -2.2041, -3.0452], [-1.5023, 0.3763, -3.2008], [-2.4638, 0.6078, -4.6342], [-2.4408, -0.9356, -3.7318], [0.2626, 1.1985, -5.6211], [0.5805, 0.9602, -3.9106], [1.4666, 0.1335, -5.0095], [0.1632, -3.8489, -8.0897], [-0.7350, -2.4655, -8.6342], [-1.4463, -3.3630, -7.3954], [-2.4241, -1.0248, -7.0062], [-7.6246, 3.3351, -1.7926], [-6.3751, 2.4376, -1.8994], [-5.5152, 3.1485, -2.9519], [-4.0010, 2.7182, -2.9054], [-3.3539, 2.7667, -1.5281], [-4.2171, 2.1333, -0.3961], [-5.6711, 2.4799, -0.6062], [-6.5301, 1.9874, 0.4039], [-3.9469, 0.6189, -0.3112], [-3.7656, 2.8148, 0.8682], [-6.8546, 0.9749, -2.3664], [-8.3973, 2.8894, -1.1662], [-8.1469, 3.4265, -2.7450], [-7.2817, 4.3222, -1.4828], [-5.9321, 3.0765, -3.9565], [-5.4777, 4.1981, -2.6601], [-3.3828, 3.2162, -3.6524], [-3.9794, 1.6882, -3.2614], [-3.1190, 3.7940, -1.2494], [-2.3203, 2.4316, -1.6147], [-4.4396, 0.0834, 0.5003], [-4.4021, 0.2331, -1.2234], [-2.9048, 0.3132, -0.2178], [-4.2091, 2.4333, 1.7880], [-2.6868, 2.7311, 0.9999], [-3.9151, 3.8944, 0.8565], [-6.0590, 0.2324, -2.3045], [-7.2010, 0.9230, -3.3987], [-7.5608, 0.5428, -1.6573], [-6.7860, 2.8553, 0.7245]], "forces_ev_per_a": [[2.5, -3.3, -3.1], [-0.1, -1.2, -0.4], [-0.7, -0.6, 2.7], [0.1, 0.9, -0.2], [-0.3, 0.2, 0.1], [0.2, 0.2, -0.6], [0.2, -0.2, -0.5], [-0.3, 0.7, 0.5], [0.5, 0.1, -0.1], [2.6, 7.7, 4.9], [-13.9, -3.6, 3.0], [7.1, -7.4, 3.2], [2.8, 6.3, -9.9], [1.6, -0.7, -0.6], [-1.1, 1.8, -0.6], [-1.0, -1.8, 0.9], [0.0, -1.0, 0.3], [0.4, 0.4, -0.7], [0.4, 0.8, 0.8], [0.3, -0.1, 0.0], [-0.3, 0.1, 0.0], [-0.2, 0.1, -0.1], [0.0, -0.5, -0.7], [0.4, 0.9, 0.6], [0.3, -1.1, -0.1], [-0.1, 0.1, -0.6], [-0.1, 0.1, 0.0], [-0.8, 0.7, 0.3], [-0.3, 0.2, 0.0], [0.4, 0.0, 0.2], [0.6, 0.0, 0.8], [0.4, -0.8, -0.1], [0.3, 0.3, 0.2], [0.5, -0.4, -1.1], [-1.4, 0.2, 1.3], [-0.1, 0.3, -0.8], [1.6, -0.8, -1.3], [-1.1, 0.5, 1.0], [1.6, -1.3, -0.5], [-0.2, -0.2, 0.1], [0.0, 0.3, 0.0], [-0.3, 0.4, -0.2], [0.0, -0.3, -0.2], [-1.1, 0.2, -0.1], [-0.1, 0.1, 0.5], [0.1, 0.2, 0.4], [0.3, 0.9, -0.1], [-0.1, 0.5, 0.2], [-0.7, -0.5, 0.1], [0.2, 0.4, 0.1], [-0.3, -0.5, -0.1], [-0.2, 0.4, 0.3], [-0.4, 0.4, -0.1], [-0.5, 0.0, 0.0], [1.1, -0.5, 1.1], [-2.0, 0.5, -1.8], [-0.1, 1.5, 0.1], [0.3, 0.4, -0.1], [0.3, -0.2, 0.6], [1.0, 2.0, 0.2], [-0.9, -1.9, 0.2], [-0.6, 0.7, 0.2], [0.0, 0.1, 0.9], [0.1, -0.2, 0.1], [-0.6, -0.2, -0.3], [-0.2, -0.1, -0.5], [0.3, 0.2, -0.4], [-0.2, -0.9, 0.1], [0.4, -0.6, 0.6], [0.0, -0.2, -0.3], [0.0, 0.0, 0.4], [-0.5, 0.0, -0.1], [0.3, -0.3, 0.1], [0.9, -0.1, -0.6], [-0.4, -0.2, 0.0], [-0.3, -0.5, 0.3], [0.5, 0.3, -1.0], [0.6, -0.1, 0.0], [0.0, 1.5, 0.6], [0.8, -0.1, -0.8], [1.2, 0.1, 1.4], [-0.6, 0.0, -0.7], [-1.2, 0.3, -0.7], [1.9, -1.1, 0.9], [0.0, 0.8, 0.3], [-0.4, -0.2, -0.7], [0.1, 1.0, -0.3], [-0.1, -0.8, -0.2], [-0.3, -0.4, -0.1], [0.1, -0.2, 0.0], [-0.4, -0.1, 0.2], [-0.4, 0.4, 0.4], [0.3, 0.5, -0.2], [0.1, -0.5, -0.3], [-0.8, -0.9, 0.4], [0.0, 0.0, 0.1], [0.1, 0.3, -0.5], [-0.4, 0.4, 0.9], [0.1, -0.9, -0.6], [0.1, -0.3, -0.6], [-0.5, 0.1, 0.1], [0.1, 0.0, 0.8], [1.0, 0.9, 0.4], [-1.4, 0.2, -0.8], [0.0, 0.7, 0.3], [-0.4, -1.3, -0.7], [1.9, -0.2, 0.8], [-2.6, 3.1, -1.9], [0.8, -3.1, 0.9], [1.1, 0.1, 0.2], [0.3, -0.5, 1.5], [1.8, 0.5, 0.5], [-1.1, 0.0, 0.2], [0.2, 0.0, -0.1], [0.0, -0.1, -0.3], [0.0, 0.1, -0.2], [-0.5, 0.2, -0.4], [-0.1, -0.3, -0.2], [-0.1, 0.5, 0.5], [0.3, 0.2, 0.2], [-0.1, 0.2, 0.2], [-0.4, -0.3, -0.7], [-0.1, 0.3, 0.2], [0.5, -0.3, -0.6], [-0.4, -0.1, -0.3], [-0.7, -0.3, -0.1], [-0.6, 0.2, 0.2], [0.0, -0.4, -0.3], [-0.1, -0.2, 0.3], [0.5, 0.6, 0.1], [0.1, -0.7, 0.1], [-0.1, 0.0, 0.1], [-0.2, -0.6, 0.0], [-0.6, -1.1, -0.9], [2.2, 0.1, 0.9], [-1.0, -1.0, -0.6], [-0.7, 0.8, -0.4], [0.2, -0.2, 0.2], [0.9, 0.5, -1.4], [0.5, 0.2, 0.1], [-0.8, -0.2, -0.5], [0.4, 0.4, 0.9], [1.1, 0.4, 0.8], [0.2, 0.2, 0.5], [0.4, 0.1, -0.4], [-0.4, 0.0, 0.3], [0.0, -0.2, 0.1], [-0.4, 0.3, -0.1], [-0.2, 0.5, 0.1], [0.1, -0.4, 0.1], [-0.7, 0.5, 0.0], [-0.2, -1.1, 0.3], [-0.4, 0.5, 0.2], [0.5, -0.5, -0.1], [0.1, 0.5, -0.4], [-0.2, -0.2, -0.1], [0.1, -0.4, -0.1], [-0.3, 0.1, -0.2], [0.4, 0.3, -0.2], [-0.3, 0.3, 0.1], [-0.5, 0.4, -0.1], [-0.5, -0.3, 0.8]]}


[2]
{"formula": "C7H17P", "method": "ωB97M-V with the def2-TZVPD basis set", "smiles": "C[C@H](P)CC(C)(C)C", "largest_force_ha_per_bohr": 0.078, "orbital_gap_ev": 10.012, "multiplicity": 1, "total_energy_ha": -618.19136, "species": ["C", "C", "P", "C", "C", "C", "C", "C", "H", "H", "H", "H", "H", "H", "H", "H", "H", "H", "H", "H", "H", "H", "H", "H", "H"], "positions_angstrom": [[2.0072, -1.7479, 0.1733], [1.5166, -0.3204, -0.2586], [3.0544, 0.7671, 0.0787], [0.2894, 0.1570, 0.6682], [-1.1189, 0.3294, -0.0734], [-2.1895, 0.6465, 0.9717], [-1.4403, -0.9656, -0.7122], [-0.9834, 1.4357, -1.0813], [2.3219, -1.6758, 1.1861], [1.2825, -2.5917, 0.0562], [2.9009, -2.0670, -0.4408], [1.4524, -0.3176, -1.3470], [2.7605, 1.2394, 1.3542], [2.4471, 1.9501, -0.3930], [0.2243, -0.6217, 1.3918], [0.5856, 1.0419, 1.1615], [-2.7790, 1.5596, 0.8999], [-3.0153, -0.1118, 0.9491], [-1.8093, 0.4035, 1.9847], [-1.7298, -1.8285, -0.0039], [-2.2599, -0.7144, -1.5133], [-0.6287, -1.4739, -1.3625], [-2.0124, 1.5743, -1.4757], [-0.2858, 1.1143, -1.8319], [-0.5904, 2.2173, -0.3818]], "forces_ev_per_a": [[0.1, -0.4, -1.9], [0.8, -0.3, 1.8], [-0.5, 0.0, -0.9], [-0.1, -0.9, -2.9], [2.0, -0.6, 1.7], [-1.3, -1.8, 1.1], [-1.0, -2.8, -2.7], [-0.7, 0.1, 1.5], [0.2, -0.3, 1.0], [0.2, 0.9, 0.2], [-0.8, 0.5, 0.6], [-0.7, 0.3, 0.1], [-0.1, -0.3, 0.7], [0.1, 0.2, -0.4], [-0.4, -0.6, 0.8], [0.0, 1.1, 0.5], [0.8, 0.5, 0.1], [0.6, 0.3, -0.5], [-0.1, 0.9, -0.3], [0.0, 1.6, -0.9], [0.9, -1.0, 1.6], [-0.8, 1.2, 1.0], [0.8, 0.6, -0.1], [0.3, 0.4, -0.5], [-0.5, 0.3, -1.6]]}